9
Properties=species:S:1:pos:R:3:forces:R:3:nbo_charge:R:1 method="wB97M-V/def2-TZVPD" relative_energy_ev=1.947 charge=+1
C -1.15900 0.96555 0.54548 -0.33 1.03 1.25 -0.68
C 1.32380 -1.49782 -0.95576 -0.68 -3.07 -0.79 0.48
C -0.98504 -0.24406 0.17680 1.36 -0.39 -0.50 0.72
N 2.00106 -0.64480 -0.66149 2.02 2.61 0.34 -0.46
O -0.51449 -1.27014 -0.13371 -1.37 -1.22 -0.07 -0.52
H -1.61547 1.71713 -0.08537 -0.05 0.01 0.31 0.30
H -0.89728 1.06627 1.62310 -0.41 0.43 -0.83 0.30
H 1.01506 -2.52677 -1.31917 0.28 1.70 0.47 0.32
H 2.60937 0.17513 -0.46200 -0.82 -1.10 -0.19 0.51


9
Properties=species:S:1:pos:R:3:forces:R:3:nbo_charge:R:1 method="wB97M-V/def2-TZVPD" relative_energy_ev=5.833 charge=+1
C -0.51431 -1.16260 0.07999 -0.97 1.77 -0.02 0.30
C -1.60506 -0.49572 0.14661 0.69 -4.44 1.35 0.09
C -0.21933 1.31839 0.06638 0.01 3.93 0.67 0.28
N 0.74230 -1.08851 -0.17186 1.96 -3.20 0.27 -0.72
O -1.29196 0.74310 -0.21392 -0.12 4.22 -1.33 -0.30
H 0.58801 0.80428 0.59436 -0.55 0.66 0.12 0.18
H -0.18613 2.51946 -0.08090 -0.08 -3.18 -0.12 0.26
H 1.47728 -1.04710 0.62577 -1.47 -0.31 -1.78 0.45
H 1.00921 -1.59131 -1.04643 0.54 0.54 0.83 0.45


9
Properties=species:S:1:pos:R:3:forces:R:3:nbo_charge:R:1 method="wB97M-V/def2-TZVPD" relative_energy_ev=5.431 charge=+1
C -0.15873 -1.03982 -0.08340 2.69 -0.70 -0.02 0.19
C -1.52548 0.84718 -0.12967 0.24 2.20 -2.12 0.38
C 1.13511 -0.30199 -0.05714 -0.64 -1.56 0.41 0.03
N 1.23666 0.93058 -0.09648 -0.04 1.53 -0.35 -0.43
O -1.16666 -0.29432 -0.05368 -1.63 -1.10 0.92 -0.27
H -0.24106 -2.09854 -0.27124 -0.48 0.02 -0.07 0.26
H 0.40558 1.55211 -0.15068 -0.01 -0.15 0.24 0.34
H -2.15037 1.47543 0.47993 -0.21 -0.26 1.06 0.25
H 2.01644 -0.93592 -0.02501 0.09 0.00 -0.07 0.25


9
Properties=species:S:1:pos:R:3:forces:R:3:nbo_charge:R:1 method="wB97M-V/def2-TZVPD" multiplicity=3 relative_energy_ev=0.380 charge=+1
C 0.18058 0.92536 -0.04207 0.47 -0.90 -1.21 -0.19
C -0.11936 -1.14716 0.03816 -2.48 2.88 -0.21 0.08
C -1.10345 0.06114 -0.03192 2.83 -3.87 -1.03 0.39
N 0.87551 -0.33599 -0.00834 2.01 3.08 -0.15 -0.46
O -2.26692 0.16322 0.00269 -3.21 0.69 0.07 -0.09
H 0.53982 1.64024 -0.80212 -0.90 -0.24 0.32 0.29
H 0.01886 1.21146 0.93700 0.47 1.82 2.22 0.26
H 0.03116 -2.16298 0.00867 -1.02 -2.47 0.07 0.27
H 1.84379 -0.35530 -0.10206 1.83 -0.99 -0.08 0.45


11
Properties=species:S:1:pos:R:3:forces:R:3:nbo_charge:R:1 method="wB97M-V/def2-TZVPD" relative_energy_ev=1.505 charge=-1
C 0.17658 0.76954 1.65070 0.52 0.74 -0.09 -0.04
C 0.60537 0.23857 -1.60175 -0.65 -0.31 -0.95 -0.37
C 0.81163 -1.00422 -1.23774 0.27 -0.38 0.72 -0.39
N 1.19393 1.32417 1.65673 -0.09 -0.33 0.02 -0.48
O -1.80019 -0.41666 2.84263 -0.16 -0.69 1.55 -1.01
O -2.14761 0.04957 0.50968 0.50 1.07 0.92 -1.02
S -1.72124 0.61559 1.83456 -0.74 -0.75 -2.35 1.56
H 1.46705 0.82692 -1.79510 0.39 0.96 0.08 0.18
H -0.39383 0.58640 -1.86055 0.28 0.15 0.23 0.20
H -0.00256 -1.68126 -1.06223 -0.22 -0.26 0.09 0.20
H 1.81085 -1.30862 -0.93691 -0.10 -0.20 -0.21 0.18


11
Properties=species:S:1:pos:R:3:forces:R:3:nbo_charge:R:1 method="wB97M-V/def2-TZVPD" smiles="CC(=O)NC(=O)[O-]" relative_energy_ev=0.106 charge=-1
C 1.41580 -0.30387 -0.18933 -0.30 0.94 0.10 -0.72
C 0.10982 -0.92827 0.25269 -0.28 -1.72 -1.38 0.67
O 0.09762 -2.16183 0.40831 -0.04 0.43 0.60 -0.70
N -1.02651 -0.21831 0.24658 0.37 1.18 -0.13 -0.68
C -1.21194 1.24366 -0.01322 -0.56 0.39 0.04 0.87
O -0.57396 1.74661 -0.94510 0.32 -0.14 0.07 -0.76
O -2.07747 1.73634 0.72878 0.02 -0.17 -0.03 -0.77
H 1.80586 -0.89754 -1.01195 0.08 -0.29 0.21 0.22
H 2.11397 -0.27609 0.64718 0.08 -0.17 -0.06 0.21
H 1.26204 0.70162 -0.57903 0.00 0.01 0.19 0.26
H -1.91522 -0.64233 0.45509 0.32 -0.46 0.39 0.40


11
Properties=species:S:1:pos:R:3:forces:R:3:nbo_charge:R:1 method="wB97M-V/def2-TZVPD" smiles="CC(=O)NC(=O)[O-]" relative_energy_ev=0.765 charge=-1
C 1.47073 -1.24175 -0.31224 2.06 1.11 0.33 -0.73
C 0.08468 -1.28803 0.08251 -4.66 3.19 -2.11 0.68
O -0.47494 -2.34864 0.24959 -0.30 -1.22 0.97 -0.66
N -0.77545 -0.09022 -0.15579 5.65 -1.65 0.70 -0.78
C -0.25494 1.44568 0.03670 1.41 -3.66 -0.06 0.93
O 0.96077 1.64419 0.12388 -0.38 -0.40 -0.18 -0.77
O -1.24921 2.07918 0.06489 -2.84 3.33 0.16 -0.73
H 2.05528 -0.52048 0.28432 -0.13 -0.56 0.11 0.26
H 1.57919 -0.79842 -1.29215 -0.26 -0.06 -0.44 0.24
H 1.81896 -2.26393 -0.30320 0.47 -0.10 0.11 0.21
H -1.72107 -0.27889 0.05288 -1.02 0.04 0.43 0.37


11
Properties=species:S:1:pos:R:3:forces:R:3:nbo_charge:R:1 method="wB97M-V/def2-TZVPD" relative_energy_ev=5.735 charge=-1
C -2.57620 -0.32522 0.18108 -0.17 -0.02 0.55 1.03
C 0.30425 0.13801 -0.17101 -1.17 -0.50 0.86 -0.11
C 1.56733 -0.74439 -0.03637 -1.48 -1.39 -2.18 -0.70
N 0.59003 1.47486 0.33058 -1.69 1.73 0.37 -0.42
O -2.88486 0.37289 1.08306 0.68 -0.33 -0.84 -0.59
O -2.61993 -1.11314 -0.67959 -0.01 0.23 0.07 -0.56
O 0.41880 1.24383 -1.09027 1.11 -0.42 -1.24 -0.50
H 1.21602 -1.78828 0.21331 0.53 0.95 -0.20 0.18
H 2.22020 -0.40427 0.71075 1.06 0.61 1.17 0.19
H 2.11617 -0.81516 -1.01915 -0.37 0.12 0.79 0.18
H -0.35181 1.96086 0.47762 1.51 -0.98 0.65 0.30


10
Properties=species:S:1:pos:R:3:forces:R:3:nbo_charge:R:1 method="wB97M-V/def2-TZVPD" relative_energy_ev=3.196
C 0.69731 -1.52990 -0.57508 -2.05 0.84 2.44 0.04
C -0.03343 -0.44411 -0.01951 -2.88 -0.16 -1.17 -0.15
C 0.59241 0.89118 0.21002 -1.57 -2.55 2.67 -0.68
N 0.39928 -1.76492 0.64207 0.75 0.51 -1.11 -0.32
O -2.51167 1.30534 0.30831 -0.28 3.21 0.88 -0.99
P -2.46198 -0.06463 -0.08042 2.93 -3.72 -0.89 1.23
H 1.20450 -1.82406 -1.41855 1.20 -1.28 -1.53 0.20
H 1.07597 1.27068 -0.59105 1.68 1.06 -2.64 0.21
H 1.23959 0.64018 1.02646 0.79 0.78 0.69 0.22
H -0.20198 1.52025 0.49775 -0.59 1.29 0.67 0.23


10
Properties=species:S:1:pos:R:3:forces:R:3:nbo_charge:R:1 method="wB97M-V/def2-TZVPD" smiles="C=C=O.N=C=P" relative_energy_ev=1.920
C 2.58917 -0.28974 0.58478 0.48 -1.59 -0.36 -0.81
C 2.24965 0.89232 0.18526 -0.02 -0.26 0.58 0.73
O 1.88381 1.94206 -0.08062 -0.41 1.48 -0.61 -0.45
H 2.19886 -1.13005 0.00194 0.12 0.30 0.41 0.26
H 3.43786 -0.42698 1.24231 -0.20 0.07 -0.02 0.26
N -2.17107 -1.18931 -1.14489 0.54 0.09 0.33 -0.63
C -2.52045 -0.49816 -0.23224 0.66 0.47 -1.00 0.10
P -2.55859 0.53018 1.06788 -0.55 0.12 1.23 0.10
H -2.58616 -1.57704 -1.96064 -0.73 -0.32 -0.20 0.41
H -2.52308 1.74672 0.33622 0.10 -0.36 -0.37 0.01


Listing E for the structures above in their given order: -6702.723 -6698.838 -6699.239 -6700.538 -19595.780 -10811.082 -10810.422 -10805.452 -15997.817 -15999.093 eV.